Formula: C52H61Ge2N5S4V
Source: the Open Molecules 2025 dataset
Level of theory: ωB97M-V/def2-TZVPD

Geometry as ORCA input:
```
! wB97M-V def2-TZVPD RIJCOSX def2/J DEFGRID3
* xyz 3 1
V 0.91807 1.48928 -1.20102
C 2.37047 5.82807 -4.24928
N 1.39950 5.06284 -3.44946
C 0.02373 5.56878 -3.31480
C 1.73536 3.93248 -2.86093
N 0.89510 3.20522 -2.13077
N 3.02820 3.49232 -3.00980
C 3.55861 2.35516 -2.46093
N 4.84974 2.15003 -2.68984
N 2.82237 1.53745 -1.74541
H 1.87790 6.71292 -4.63477
H 2.71720 5.24591 -5.10515
H 3.20852 6.15998 -3.63352
H -0.05113 6.50810 -3.85008
H -0.21651 5.75923 -2.26774
H -0.68897 4.86889 -3.75315
H -0.02042 3.63424 -2.06215
H 3.64597 4.06908 -3.55980
H 5.42018 2.79309 -3.21600
H 5.31322 1.33428 -2.32077
H 3.34828 0.73057 -1.41597
C -4.98790 3.75181 1.76922
C -3.83427 3.03811 2.41567
C -2.62419 3.68769 2.63420
C -1.56030 3.05600 3.26823
C -0.31314 3.83663 3.59717
C -1.71352 1.71783 3.67306
C -2.93565 1.05260 3.49246
C -3.15467 -0.34735 4.00365
C -3.96966 1.72487 2.85401
C -0.55490 1.02029 4.29873
C -0.36991 0.89305 5.66767
C 0.76574 0.25824 6.15712
C 1.73839 -0.23323 5.29496
C 1.59196 -0.11679 3.91525
C 0.41568 0.47886 3.46034
Ge -0.08994 0.57080 1.61684
S 0.15299 2.55675 0.55119
S 1.23269 -0.51885 -0.02846
Ge -0.90788 -0.98182 -0.92894
S -0.73592 0.77458 -2.39282
S -1.96605 -0.35781 0.90309
C -1.40578 -2.65655 -1.72317
C -2.72566 -3.08268 -1.57745
C -3.04081 -4.34220 -2.08369
C -2.08143 -5.12319 -2.70726
C -0.78241 -4.65515 -2.86818
C -0.43021 -3.40170 -2.39088
C 0.93164 -2.84770 -2.61511
C 1.97429 -3.18339 -1.74795
C 1.75041 -4.09002 -0.56889
C 3.25054 -2.69276 -2.01319
C 3.51008 -1.91551 -3.13416
C 4.92026 -1.54223 -3.50256
C 2.45031 -1.57409 -3.97275
C 1.16167 -2.03826 -3.74103
C 0.07177 -1.77491 -4.74627
C -3.79103 -2.23597 -0.97234
C -4.34896 -1.19234 -1.72328
C -3.88962 -0.88550 -3.12941
C -5.40103 -0.46554 -1.17761
C -5.92854 -0.76814 0.07205
C -7.14003 -0.04367 0.58766
C -5.35339 -1.80702 0.79757
C -4.29313 -2.55133 0.29831
C -3.71903 -3.68521 1.10625
C 2.68353 -0.54905 2.99803
C 3.53533 0.40608 2.43035
C 3.38584 1.88498 2.69835
C 4.59116 -0.02485 1.62819
C 4.84686 -1.37408 1.41709
C 6.07310 -1.83015 0.67657
C 3.97995 -2.30176 1.98721
C 2.89814 -1.91653 2.76737
C 1.98857 -2.96085 3.35906
H -4.66303 4.65732 1.25917
H -5.72275 4.04304 2.52173
H -5.49723 3.11005 1.05059
H -2.51757 4.72512 2.33551
H -0.27599 4.76755 3.03242
H 0.60534 3.27611 3.40951
H -0.30234 4.09650 4.65812
H -2.23704 -0.93682 4.01989
H -3.89081 -0.86927 3.39251
H -3.53641 -0.31964 5.02662
H -4.91275 1.21090 2.70290
H -1.11116 1.29828 6.34508
H 0.90713 0.16727 7.22611
H 2.63843 -0.68641 5.69164
H -4.06016 -4.69694 -1.99331
H -2.35229 -6.09800 -3.09158
H -0.04227 -5.25723 -3.38052
H 0.71427 -4.08304 -0.22926
H 2.39170 -3.80003 0.26058
H 1.99483 -5.12236 -0.82977
H 4.06679 -2.97250 -1.35525
H 5.58063 -1.52944 -2.63245
H 4.95820 -0.57985 -4.01288
H 5.33112 -2.27144 -4.20319
H 2.64547 -0.99377 -4.86918
H 0.38823 -1.03617 -5.48090
H -0.85661 -1.43221 -4.28430
H -0.17572 -2.69286 -5.28354
H -3.56018 -1.78052 -3.65695
H -3.06263 -0.16736 -3.14927
H -4.70125 -0.43976 -3.70193
H -5.85604 0.32350 -1.76688
H -7.12085 1.01179 0.31791
H -7.23304 -0.13061 1.66933
H -8.04434 -0.47109 0.15027
H -5.76528 -2.06633 1.76706
H -4.06334 -3.63620 2.13797
H -2.62631 -3.67032 1.10759
H -4.02478 -4.65296 0.70390
H 2.87218 2.08568 3.63701
H 2.82584 2.38794 1.90308
H 4.36466 2.36151 2.74803
H 5.28363 0.71337 1.23204
H 6.43674 -1.06902 -0.01466
H 5.89419 -2.75308 0.12427
H 6.87968 -2.03484 1.38309
H 4.17148 -3.35999 1.84397
H 2.15983 -3.93021 2.89366
H 0.93582 -2.69741 3.23332
H 2.15869 -3.07712 4.43075
*
```

Output
Relative energy (zero: lowest compared OMol25 entry of this formula, charge and spin) in kJ/mol: 0.0
Gap between HOMO and LUMO in eV: 4.3